{
  "formula": "C14H17N3O3",
  "method": "wB97M-V/def2-TZVPD",
  "orbital_gap_ev": 9.771,
  "smiles": "COCCNC(=O)CCc1nc(-c2ccccc2)no1",
  "elements": ["C", "O", "C", "C", "N", "C", "O", "C", "C", "C", "N", "C", "C", "C", "C", "C", "C", "C", "N", "O", "H", "H", "H", "H", "H", "H", "H", "H", "H", "H", "H", "H", "H", "H", "H", "H", "H"],
  "coordinates": [[4.79614, 1.62842, -0.27768], [4.06729, 0.90169, -1.24558], [4.57461, -0.37703, -1.52669], [4.34455, -1.39081, -0.38845], [2.97188, -1.35241, 0.05242], [2.60903, -0.69154, 1.17722], [3.40602, -0.31892, 2.01166], [1.11376, -0.44637, 1.28445], [0.78769, 0.87057, 0.56884], [-0.67522, 1.04473, 0.41701], [-1.57204, 0.11870, 0.28323], [-2.74140, 0.82550, 0.17170], [-4.03657, 0.19713, 0.00900], [-4.13405, -1.19210, -0.00804], [-5.36935, -1.79312, -0.15864], [-6.50882, -1.01613, -0.29315], [-6.41370, 0.36726, -0.27672], [-5.18359, 0.97722, -0.12602], [-2.54895, 2.11824, 0.23380], [-1.20714, 2.27356, 0.39531], [4.68222, 1.20413, 0.72415], [4.38663, 2.63661, -0.28880], [5.86001, 1.66524, -0.53770], [4.03520, -0.70246, -2.42169], [5.64914, -0.33213, -1.75680], [4.95889, -1.14469, 0.47987], [4.60234, -2.39316, -0.74033], [2.26879, -1.53347, -0.64759], [0.54715, -1.25782, 0.82816], [0.84013, -0.37019, 2.33661], [1.24493, 0.88007, -0.42675], [1.19143, 1.72154, 1.11994], [-3.23605, -1.78044, 0.09972], [-5.44598, -2.87044, -0.17069], [-7.47302, -1.48870, -0.41051], [-7.30382, 0.96981, -0.38153], [-5.08808, 2.05151, -0.10973]],
  "lowdin_charge": [-0.095, -0.197, -0.214, -0.149, 0.066, -0.508, 0.057, -0.090, -0.081, -0.333, 0.208, -0.299, -0.168, -0.029, -0.081, -0.087, -0.079, -0.026, 0.134, 0.049, 0.073, 0.092, 0.091, 0.122, 0.122, 0.119, 0.122, 0.146, 0.113, 0.131, 0.131, 0.138, 0.106, 0.102, 0.101, 0.103, 0.111]
}